1.
ORCA calculation (ωB97M-V/def2-TZVPD) on C22H34BrNO3P2Re as an isolated structure in a non-equilibrium geometry.

Element x y z (Å)
Re1 0.134 -0.478 -0.361
P1 2.410 -0.686 -0.683
P2 -2.238 -0.301 -0.239
N1 -0.010 0.127 -2.015
H1 1.192 -2.693 1.177
C1 2.846 -2.191 -1.614
H2 3.937 -2.303 -1.628
H3 2.467 -2.094 -2.638
H4 2.386 -3.069 -1.143
C2 3.465 -0.755 0.799
H5 4.487 -1.028 0.502
H6 3.062 -1.500 1.496
H7 3.467 0.230 1.286
C3 3.160 0.661 -1.672
H8 4.255 0.609 -1.599
H9 2.816 1.631 -1.289
H10 2.855 0.566 -2.722
C4 -3.038 -1.757 -0.987
H11 -4.125 -1.686 -0.857
H12 -2.660 -2.676 -0.523
H13 -2.797 -1.776 -2.058
C5 -2.922 -0.183 1.438
H14 -4.017 -0.243 1.367
H15 -2.634 0.779 1.884
H16 -2.545 -1.010 2.054
C6 -3.026 1.076 -1.132
H17 -4.115 1.019 -0.989
H18 -2.790 1.014 -2.202
H19 -2.656 2.027 -0.726
C7 -0.048 0.963 -3.085
C8 0.003 1.344 -5.494
C9 -0.036 0.464 -4.426
C10 -0.063 2.378 -2.892
C11 -0.020 3.237 -3.980
C12 0.016 2.730 -5.284
H20 0.024 0.947 -6.511
H21 -0.046 -0.623 -4.553
H22 -0.089 2.744 -1.859
H23 -0.016 4.314 -3.801
H24 0.053 3.413 -6.133
C13 0.203 -3.172 0.896
O1 -0.249 -2.347 -0.179
C14 0.337 -4.586 0.335
H25 0.413 -5.312 1.152
H26 1.220 -4.690 -0.300
H27 -0.557 -4.840 -0.256
C15 -0.738 -3.168 2.094
H28 -1.783 -3.322 1.776
H29 -0.643 -2.239 2.659
H30 -0.458 -3.992 2.764
Br1 -1.477 3.443 1.261
C16 -0.621 2.988 2.909
C17 -0.830 3.823 4.010
C18 -0.312 3.493 5.268
C19 0.378 2.291 5.442
C20 0.613 1.457 4.352
C21 0.142 1.815 3.084
C22 0.359 0.848 1.981
O2 0.419 -0.396 2.220
O3 0.422 1.267 0.754
H31 -1.386 4.743 3.874
H32 -0.489 4.160 6.112
H33 0.760 2.010 6.420
H34 1.133 0.507 4.464

Results
- HOMO level (spin up / spin down): -4.854 / -7.347 eV
- Expectation value of S²: 3.79
- E: -4474.1706 Ha
- 2S+1: 4
- HOMO-LUMO gap (spin up / spin down): 5.256 / 7.318 eV

Atomic partial charges in e from the Mulliken method, atoms 1 to 5:
1. Re 1.452
2. P 0.795
3. P 1.010
4. N 0.616
5. H -0.620

2.
ORCA calculation (ωB97M-V/def2-TZVPD) on one molecule with the formula C4H7O in a non-equilibrium geometry.

Element x y z (Å)
C1 -0.970 0.108 0.294
C2 -1.975 0.820 -0.237
H1 -2.717 1.311 0.394
H2 -0.916 -0.004 1.383
H3 -2.061 0.962 -1.318
C3 0.115 -0.548 -0.489
C4 1.446 -0.569 0.175
O1 2.033 0.655 0.341
H4 0.163 -0.141 -1.516
H5 1.976 -1.469 0.500
H6 0.108 -1.711 -0.445
H7 2.797 0.586 0.920

Results
- HOMO level (spin up / spin down): -6.992 / -9.462 eV
- Expectation value of S²: 0.75
- E: -231.7414 Ha
- Energy above the lowest of the compared OMol25 structures with the same formula, charge and spin: 61.2 kJ/mol
- 2S+1: 2
- HOMO-LUMO gap (spin up / spin down): 7.867 / 10.320 eV

Atomic partial charges in e from the Mulliken method, atoms 1 to 5:
1. C 0.028
2. C -0.773
3. H 0.250
4. H 0.282
5. H 0.241